1:
Entry from the Open Molecules 2025 dataset: a 2-piece molecular cluster, C4H8 overall (the ωB97M-V functional and the def2-TZVPD basis).

Each line ends with the Mulliken charge.
CARTESIAN COORDINATES (ANGSTROEM)
C -0.39043 -1.22882 0.20496  -1.1126
C 0.22506 0.07643 0.25202  0.9791
C 0.07398 0.84337 1.48087  -0.8346
C 0.63502 0.59074 -1.03160  -1.2047
H -0.87652 -1.51864 1.10273  0.3857
H 0.32603 -1.78946 -0.44024  0.2442
H -1.26007 -0.82716 -0.29516  0.2641
H -0.38740 0.47099 2.47734  0.2065
H 0.55188 1.81372 1.53866  0.2713
H 0.83220 1.58020 -1.32575  0.3715
H -0.77017 0.24334 -2.30824  0.0938
H 1.04042 -0.25470 -1.65560  0.3357

LUMO   -0.01767 hartree
2S+1   1
Frontier orbital gap   0.292 hartree


2:
Entry from the Open Molecules 2025 dataset: a 2-piece molecular cluster, C4H8 overall (the ωB97M-V functional and the def2-TZVPD basis).

Each line ends with the Mulliken charge.
CARTESIAN COORDINATES (ANGSTROEM)
C 2.05148 -0.53646 2.25579  -0.3502
C 3.14613 -0.99740 2.76056  -0.3803
H 1.47635 -1.18457 1.42909  0.1448
H 1.51904 0.45260 2.40918  0.2246
H 3.59875 -2.07211 2.61545  0.1810
H 3.84704 -0.44082 3.51316  0.1800
C -2.98504 0.77666 -1.97769  -0.4974
C -2.16129 0.75055 -2.98757  -0.3886
H -3.86107 1.34577 -1.99162  0.2119
H -3.04694 0.18190 -1.08226  0.2418
H -2.33363 1.47051 -3.90918  0.1592
H -1.25082 0.25336 -3.03493  0.2731

SMILES   C=C.C=C
LUMO   0.03815 hartree
2S+1   1
Frontier orbital gap   0.419 hartree


3:
Entry from the Open Molecules 2025 dataset: a 2-piece molecular cluster, C4H8 overall (the ωB97M-V functional and the def2-TZVPD basis).

Each line ends with the Mulliken charge.
CARTESIAN COORDINATES (ANGSTROEM)
C 1.12499 -0.81883 -0.30896  -0.4991
C 1.20799 0.76408 -0.20301  -0.4770
C 0.26943 -0.04332 0.59085  -0.1454
C -2.09988 0.02991 -0.02652  -0.8307
H 0.93423 -1.15145 -1.34323  0.2368
H 1.89813 -1.37801 0.25322  0.2162
H 2.00823 1.04396 0.51481  0.1989
H 0.94001 1.63616 -1.01029  0.2255
H 0.33058 -0.26690 1.68803  0.2167
H -2.28206 1.05529 0.03213  0.2685
H -2.24957 -0.50637 0.84730  0.3287
H -2.08208 -0.36452 -1.03432  0.2609

LUMO (alpha / beta)   0.02294 / 0.02291 hartree
2S+1   1
Frontier orbital gap (alpha / beta)   0.321 / 0.321 hartree


Winner for stability: 2


1:
Entry from the Open Molecules 2025 dataset: C19H37FN5SeSiV as an isolated structure (the ωB97M-V functional and the def2-TZVPD basis).

Each line ends with the Löwdin spin population.
CARTESIAN COORDINATES (ANGSTROEM)
V -0.62818 -0.16278 0.37834  0.9342
C 1.48608 -1.73673 -2.78843  0.0001
C 1.95467 -0.56831 -1.93322  0.0004
N 0.87934 0.24021 -1.36363  0.0065
C 0.30832 1.25478 -2.26077  0.0018
C -1.21107 1.23966 -2.22197  0.0042
N -1.65806 1.37278 -0.83207  0.0030
C -3.09634 1.69074 -0.69620  0.0006
C -4.04740 0.66693 -1.30229  0.0002
C -4.02830 -0.67601 -0.59164  0.0015
N -2.76671 -1.38212 -0.80655  -0.0001
C -2.83069 -2.43498 -1.79793  -0.0001
C -1.46520 -2.76029 -2.39495  0.0002
N -0.39062 -2.63683 -1.43415  0.0009
C 0.92017 -2.91100 -1.99648  0.0002
H 2.33816 -2.09436 -3.37552  0.0000
H 0.74707 -1.38345 -3.51725  0.0000
H 2.63044 0.06782 -2.52065  0.0001
H 2.53978 -0.95317 -1.09262  0.0001
H 1.23145 0.67773 -0.49386  0.0010
H 0.63790 1.07048 -3.28744  0.0002
H 0.68249 2.24774 -1.98249  -0.0001
H -1.57192 0.27752 -2.59304  0.0007
H -1.61637 2.03263 -2.86689  0.0003
H -1.15785 2.15508 -0.42848  -0.0003
H -3.28152 2.67144 -1.15548  0.0000
H -3.28586 1.75393 0.37774  0.0001
H -3.85152 0.53992 -2.37477  0.0001
H -5.05332 1.09499 -1.22742  0.0000
H -4.88188 -1.28730 -0.91700  -0.0001
H -4.11015 -0.51063 0.48709  0.0027
H -2.44868 -1.71387 0.11386  -0.0007
H -3.47054 -2.09169 -2.61642  -0.0001
H -3.30415 -3.34905 -1.40682  0.0000
H -1.26169 -2.06140 -3.21105  0.0000
H -1.49788 -3.76443 -2.85046  0.0000
H -0.55009 -3.18600 -0.59994  -0.0002
H 0.90956 -3.80467 -2.64346  0.0000
H 1.59532 -3.12941 -1.16557  0.0000
C 2.42115 3.43228 1.83881  -0.0002
Si 0.98471 2.25437 2.19475  0.0001
C 0.80008 2.02832 4.02940  0.0009
C -0.50198 3.23618 1.64088  -0.0008
N 1.14657 0.74514 1.38158  -0.0005
C 2.05657 -0.16303 1.88897  -0.0008
C 3.18646 0.10284 2.69969  0.0005
C 4.04968 -0.88907 3.14916  -0.0002
C 3.84649 -2.22426 2.82790  0.0008
C 2.73484 -2.54150 2.05188  0.0002
C 1.90894 -1.53306 1.63139  0.0007
F 0.81188 -1.88642 0.88817  0.0070
H 2.49327 4.20280 2.61485  0.0000
H 2.23836 3.94105 0.88561  0.0000
H 3.39055 2.93995 1.76094  0.0000
H 0.44992 2.95275 4.49995  0.0002
H 1.72079 1.71706 4.52904  0.0000
H 0.04403 1.24687 4.16888  0.0012
H -0.49874 4.15537 2.24057  -0.0002
H -1.43321 2.69783 1.83845  -0.0003
H -0.45985 3.55232 0.59198  -0.0001
H 3.38450 1.12403 2.99162  0.0000
H 4.89333 -0.60530 3.76810  -0.0001
H 4.51473 -2.99823 3.18143  0.0001
H 2.48625 -3.56199 1.78735  0.0000
Se -2.06411 -0.38216 2.30853  0.0342

LUMO (alpha / beta)   0.09842 / 0.09839 hartree
Total charge   -1
2S+1   2
<S²>   0.757
Frontier orbital gap (alpha / beta)   0.168 / 0.165 hartree


2:
Entry from the Open Molecules 2025 dataset: C19H37FN5SeSiV as an isolated structure (the ωB97M-V functional and the def2-TZVPD basis).

Each line ends with the Löwdin spin population.
CARTESIAN COORDINATES (ANGSTROEM)
V 1.32435 -1.43848 0.03330  0.9333
C -0.33657 0.70743 -2.18175  0.0002
C -1.02568 -0.60859 -1.81324  0.0003
N -0.13496 -1.75238 -1.60137  0.0013
C 0.58694 -2.31110 -2.75352  -0.0006
C 1.97915 -1.70336 -2.92962  -0.0008
N 2.66467 -1.59637 -1.63836  0.0045
C 4.01192 -1.02826 -1.73014  0.0002
C 4.43716 -0.20781 -0.51333  0.0015
C 4.25290 -0.84546 0.86570  -0.0005
N 2.88978 -0.76045 1.40923  0.0036
C 2.45398 0.52389 1.96662  0.0010
C 1.79854 1.43246 0.92594  0.0034
N 0.84477 0.70032 0.07638  0.0104
C 0.78840 1.26093 -1.28130  0.0014
H -1.14116 1.44584 -2.23787  0.0000
H 0.06010 0.62961 -3.19902  0.0000
H -1.75635 -0.81625 -2.60867  -0.0002
H -1.58095 -0.47085 -0.88508  0.0000
H -0.63268 -2.50716 -1.13754  0.0000
H 0.01554 -2.19725 -3.68467  -0.0002
H 0.71059 -3.37270 -2.53878  0.0001
H 1.91951 -0.69884 -3.36532  0.0002
H 2.53865 -2.32282 -3.64371  -0.0002
H 2.69580 -2.54588 -1.17655  0.0023
H 4.74388 -1.82470 -1.91493  0.0001
H 4.04812 -0.36976 -2.60429  0.0001
H 3.92971 0.75710 -0.53981  0.0007
H 5.50244 0.01780 -0.63640  0.0001
H 4.96703 -0.37996 1.56139  -0.0003
H 4.47922 -1.91277 0.81170  0.0007
H 2.77085 -1.51658 2.07884  0.0019
H 3.28895 1.07121 2.42785  -0.0003
H 1.72554 0.30688 2.74620  0.0001
H 2.55634 1.89343 0.28999  -0.0001
H 1.28684 2.25256 1.44427  0.0001
H -0.10598 0.78191 0.52963  0.0020
H 1.76063 1.06876 -1.74910  0.0004
H 0.68155 2.35130 -1.23725  -0.0001
C -3.86974 2.28776 -0.51683  0.0000
Si -2.66207 2.34296 0.94356  0.0000
C -1.43598 3.71287 0.54285  0.0000
C -3.60214 2.93205 2.47333  0.0000
N -1.80210 0.89961 1.16455  0.0006
C -2.36140 -0.29386 1.47466  0.0000
C -3.74530 -0.60861 1.53209  0.0000
C -4.21746 -1.88322 1.81852  0.0000
C -3.35373 -2.94150 2.06431  0.0000
C -1.98195 -2.69393 2.02681  -0.0002
C -1.55357 -1.42096 1.75918  -0.0006
F -0.18727 -1.22541 1.75822  0.0013
H -4.63169 3.07279 -0.45149  0.0000
H -4.38199 1.32340 -0.58345  0.0000
H -3.32508 2.43613 -1.45594  0.0000
H -1.95128 4.67726 0.46859  0.0000
H -0.92975 3.53566 -0.41136  0.0000
H -0.67321 3.79865 1.32353  0.0000
H -4.26608 3.77280 2.24431  0.0000
H -2.88778 3.26549 3.23300  0.0000
H -4.20388 2.13631 2.91999  0.0000
H -4.46603 0.17676 1.32875  0.0000
H -5.29045 -2.04657 1.83847  0.0000
H -3.72579 -3.93657 2.27052  0.0000
H -1.23028 -3.46176 2.17640  0.0002
Se 1.73646 -3.87178 0.49205  0.0321

LUMO (alpha / beta)   0.09719 / 0.09713 hartree
Total charge   -1
2S+1   2
<S²>   0.760
Frontier orbital gap (alpha / beta)   0.182 / 0.178 hartree


Winner for stability: 2


1:
Entry from the Open Molecules 2025 dataset: a 2-piece molecular cluster, HNO3S overall (the ωB97M-V functional and the def2-TZVPD basis).

Each line ends with the Mulliken charge.
CARTESIAN COORDINATES (ANGSTROEM)
N 1.04405 0.29499 0.01728  0.9226
O 0.49264 0.84172 -0.89424  -0.4449
O 2.03919 0.27475 0.59387  -0.4447
O -0.35781 -1.16801 0.60119  -0.4107
S -1.31621 -0.70811 -0.44843  0.2042
H -1.90185 0.46465 0.13033  0.1735

LUMO (alpha / beta)   -0.03779 / -0.02663 hartree
2S+1   1
Frontier orbital gap (alpha / beta)   0.306 / 0.304 hartree


2:
Entry from the Open Molecules 2025 dataset: a 2-piece molecular cluster, HNO3S overall (the ωB97M-V functional and the def2-TZVPD basis).

Each line ends with the Mulliken charge.
CARTESIAN COORDINATES (ANGSTROEM)
N 1.07054 0.23455 0.55542  0.8302
O 0.82511 -0.25337 1.58615  -0.3848
O 2.05219 0.63307 0.02089  -0.4395
O -1.07105 0.21063 -0.54035  -0.4299
S -2.21396 -0.89200 -0.13024  0.0368
H -0.66283 0.06712 -1.49186  0.3871

LUMO (alpha / beta)   -0.04507 / -0.06308 hartree
2S+1   1
Frontier orbital gap (alpha / beta)   0.307 / 0.275 hartree


3:
Entry from the Open Molecules 2025 dataset: one molecule with the formula HNO3S (the ωB97M-V functional and the def2-TZVPD basis).

Each line ends with the Mulliken charge.
CARTESIAN COORDINATES (ANGSTROEM)
O 2.79638 -0.34771 -0.15550  -0.3916
N 1.74194 -0.78933 0.06618  0.5635
O 0.59878 -0.22456 0.01825  -0.4013
S -0.76823 1.24948 -0.00155  0.2547
O -1.80740 0.08453 0.37216  -0.3968
H -2.56147 0.02760 -0.29953  0.3716

SMILES   O=NOSO
LUMO (alpha / beta)   -0.05418 / -0.05422 hartree
2S+1   1
Frontier orbital gap (alpha / beta)   0.288 / 0.288 hartree


4:
Entry from the Open Molecules 2025 dataset: one molecule with the formula HNO3S (the ωB97M-V functional and the def2-TZVPD basis).

Each line ends with the Mulliken charge.
CARTESIAN COORDINATES (ANGSTROEM)
O 2.08761 0.25038 0.41723  -0.4333
S 0.87858 -0.21837 -0.21066  0.9272
O 0.33087 -1.54533 -0.00622  -0.4650
N -0.17558 1.00774 -0.00046  -0.0818
O -1.39972 0.60382 -0.38234  -0.3038
H -1.72175 -0.09826 0.18245  0.3567

SMILES   O=S(=O)=NO
LUMO (alpha / beta)   -0.09437 / -0.09203 hartree
2S+1   1
Frontier orbital gap (alpha / beta)   0.311 / 0.298 hartree


Winner for stability: 4